## P
Below is C5H8O2 as an isolated structure, with properties calculated with the ωB97M-V functional and the def2-TZVPD basis.

The geometry in XYZ format:
```
15
C5H8O2, DFT the ωB97M-V functional and the def2-TZVPD basis
C -1.2857 0.5676 0.4628
O -0.6898 1.2905 -0.6402
C 0.3878 0.5330 -1.0952
C 0.0330 -0.9126 -0.7889
C -0.3121 -0.5926 0.6766
C 0.9520 -0.0508 1.3193
O 1.5570 0.7743 -0.2923
H -2.2937 0.2458 0.1726
H -1.3388 1.2310 1.3302
H 0.6277 0.8073 -2.1232
H 0.8852 -1.5858 -0.9073
H -0.8228 -1.2657 -1.3734
H -0.7182 -1.4296 1.2553
H 1.3049 1.2289 0.6200
H 1.7135 -0.8412 1.3837
```


## Q
15
Properties=species:S:1:pos:R:3 method="wB97M-V/def2-TZVPD" smiles="C=C1CC(=O)C1.O"
O 0.8544 -2.2487 -1.1526
C 0.9772 -0.7457 1.1918
C 0.3224 0.2197 0.5791
C 0.7903 1.4749 -0.1425
C -0.6400 2.0046 0.1009
O -1.1454 3.0875 0.0389
C -1.1464 0.6186 0.5581
H 0.2161 -2.7897 -0.6821
H 0.4465 -1.5662 1.6690
H 2.0487 -0.8754 1.0658
H 0.5754 -1.3871 -0.8838
H 1.5939 1.9883 0.3872
H 1.0465 1.4177 -1.2139
H -1.6140 0.5721 1.5426
H -1.8182 0.1532 -0.1840


Which structure is the least stable? The one labeled P.


## P
Below is C5H8O2 as an isolated structure, with properties calculated with the ωB97M-V functional and the def2-TZVPD basis.

The geometry in XYZ format:
```
15
C5H8O2, DFT the ωB97M-V functional and the def2-TZVPD basis
C 1.8073 0.3457 -0.7422
C 0.8719 -0.5887 -0.0992
O 1.2388 -1.7460 0.1518
C -0.4172 -0.1786 0.5496
O -0.1350 -0.7449 1.7805
C -1.7733 -0.2863 -0.1104
C -1.1747 1.0728 0.1746
H 2.7012 -0.2030 -1.0351
H 1.3241 0.8431 -1.5811
H 2.0646 1.1133 -0.0004
H 0.3973 -1.7185 1.2348
H -2.5780 -0.6110 0.5485
H -1.8594 -0.6293 -1.1382
H -0.8507 1.6554 -0.6937
H -1.6171 1.6758 0.9605
```


## Q
15
Properties=species:S:1:pos:R:3 method="wB97M-V/def2-TZVPD" smiles=C1O[C@H]2C[C@@H]1CO2
C -1.1678 0.7157 0.4033
O -0.9072 1.1248 -0.9324
C 0.3346 0.4754 -1.2156
C 0.0259 -0.9711 -0.8543
C -0.2815 -0.5700 0.5884
C 1.0568 0.0124 0.9963
O 1.3251 0.8738 -0.2720
H -2.2297 0.5030 0.5741
H -0.8651 1.5192 1.0970
H 0.5694 0.7033 -2.2647
H 0.8770 -1.6580 -0.9655
H -0.8348 -1.3391 -1.4047
H -0.8121 -1.2739 1.2313
H 0.9472 0.4743 2.0084
H 1.9622 -0.5899 1.0101


## R
15
Properties=species:S:1:pos:R:3 method="wB97M-V/def2-TZVPD" smiles=C1O[C@H]2C[C@@H]1CO2
C 1.2581 0.8260 0.0745
O 1.2548 -0.0709 -1.0514
C -0.0891 -0.4555 -1.2510
C -0.8932 0.8167 -1.0101
C -0.2064 0.9091 0.4877
C -0.7268 -0.4409 0.9255
O -0.4403 -1.3146 -0.1791
H 1.6448 1.8035 -0.2537
H 1.9021 0.4141 0.8644
H -0.1832 -0.9930 -2.1984
H -0.6117 1.6035 -1.7211
H -1.9033 -0.2998 0.7492
H -0.4914 1.7564 1.1176
H -0.2309 -0.8246 1.8269
H -1.9835 0.8773 -0.9377


Which structure is the least stable? The one labeled P.


## P
15
Properties=species:S:1:pos:R:3 method="wB97M-V/def2-TZVPD" smiles=C#C[C@](C)(O)CO
C -0.5566 -1.4971 0.6806
C -0.1298 -0.2035 0.0344
O -0.7326 -0.5031 -1.4160
C -0.8738 1.0576 0.4697
O -0.6140 2.1347 -0.3853
C 1.3042 0.0116 -0.1072
C 2.4704 0.2338 -0.3132
H -1.3762 -1.4116 1.4079
H 0.2459 -2.1484 1.0470
H -0.9215 -1.7055 -0.4075
H -0.0730 -0.8125 -2.0629
H -0.6474 1.3060 1.5234
H -1.9419 0.8343 0.4026
H 0.3405 2.2883 -0.3734
H 3.5058 0.4155 -0.5002


## Q
Below is a single C5H8O2 molecule, with properties calculated with the ωB97M-V functional and the def2-TZVPD basis.

The geometry in XYZ format:
```
15
C5H8O2, DFT the ωB97M-V functional and the def2-TZVPD basis
O -0.5048 -2.0048 -1.1456
C 0.3414 -0.8785 -1.0431
C -0.4049 0.1664 -0.2104
C -0.7140 -0.3126 1.2089
C 1.1958 1.8816 0.9588
C 0.4296 1.4027 -0.1033
O 0.7629 2.2236 -0.9777
H -0.0248 -2.7036 -1.6049
H 0.5737 -0.4520 -2.0298
H 1.2922 -1.1293 -0.5469
H -1.3210 0.4187 -0.7587
H -1.5528 0.2410 1.6412
H -0.9543 -1.3766 1.2179
H 0.1622 -0.1572 1.8550
H 0.7189 2.6806 1.5386
```


Which structure is the least stable? The one labeled Q.


## P
Below is C5H8O2 as an isolated structure, with properties calculated with the ωB97M-V functional and the def2-TZVPD basis.

The geometry in XYZ format:
```
15
C5H8O2, DFT the ωB97M-V functional and the def2-TZVPD basis
C 1.8004 -0.1393 0.6857
C 0.5903 0.1560 -0.1352
C -0.1389 -0.7741 -1.0655
C -0.8464 -0.1587 0.1129
O -1.4078 -0.9329 1.1080
C -1.0998 1.3155 -0.1975
O 0.3003 1.5020 -0.5144
H 2.7241 -0.1409 0.0987
H 1.6773 -1.1213 1.1542
H 1.8857 0.6102 1.4787
H -0.4054 -0.4577 -2.0716
H 0.1025 -1.8275 -0.9426
H -2.0536 -1.5116 0.6820
H -1.7564 1.5334 -1.0487
H -1.3724 1.9469 0.6554
```


## Q
Below is C5H8O2 as an isolated structure, with properties calculated with the ωB97M-V functional and the def2-TZVPD basis.

The geometry in XYZ format:
```
15
C5H8O2, DFT the ωB97M-V functional and the def2-TZVPD basis
O -0.6523 0.6356 -2.3060
C -0.6324 0.1475 -0.9717
C 0.0914 -1.2291 -0.3372
C 0.7773 -0.6296 0.8974
C -0.2169 0.4207 1.3922
C 0.0622 1.0349 0.0404
O 1.6484 0.3444 0.3747
H 0.0857 1.2376 -2.4753
H -1.6918 -0.0925 -0.8027
H -0.6472 -1.9663 0.0137
H 0.8192 -1.7070 -1.0001
H 1.1620 -1.4159 1.5657
H -1.2259 0.0615 1.6051
H 0.1724 1.0717 2.1705
H 0.2482 2.0864 -0.1667
```


Which structure is the least stable? The one labeled Q.


## P
Below is a 2-piece molecular cluster, C5H8O2 overall, with properties calculated with the ωB97M-V functional and the def2-TZVPD basis.

The geometry in XYZ format:
```
15
C5H8O2, DFT the ωB97M-V functional and the def2-TZVPD basis
O -1.1821 -0.4164 1.9812
C 0.6605 0.0212 1.1691
C 0.6422 0.6398 -0.1428
C -0.8390 0.3862 -0.5281
C -0.4688 -0.4688 -1.6211
O -1.0410 -1.0592 -2.5156
C 1.0385 -0.3209 -1.2965
H -1.6053 0.3910 2.3168
H 0.8597 0.5838 2.0777
H 0.8288 -1.0486 1.2406
H 1.0333 1.6615 -0.1753
H -1.4482 -0.4476 1.0085
H -1.6543 1.0949 -0.3994
H 1.5980 -1.2245 -1.0264
H 1.5778 0.2078 -2.0888
```


## Q
15
Properties=species:S:1:pos:R:3 method="wB97M-V/def2-TZVPD" smiles="CC(=O)C1(O)CC1"
C -0.9821 0.4344 -1.0656
C 1.5578 -1.3335 -0.1692
C 1.0791 -0.0252 0.3999
C -0.3995 0.2740 0.2457
C -0.8501 1.6393 0.3453
O -1.1584 -1.0324 0.8123
O 1.8223 0.8108 0.8560
H -1.6752 -0.7324 1.5694
H -2.0486 0.3612 -1.2207
H -0.3713 0.2763 -1.9429
H 2.5546 -1.5493 0.2076
H 1.5984 -1.2612 -1.2588
H 0.8658 -2.1339 0.0841
H -0.1123 2.3964 0.5685
H -1.8806 1.8756 0.5684


## R
Below is a single C5H8O2 molecule, with properties calculated with the ωB97M-V functional and the def2-TZVPD basis.

The geometry in XYZ format:
```
15
C5H8O2, DFT the ωB97M-V functional and the def2-TZVPD basis
O 2.5543 0.7153 0.6845
C 1.6937 0.0659 -0.2274
C 0.4590 -0.4540 0.4825
O -0.2724 0.6311 1.1316
C -1.4644 0.2928 0.4581
C -1.1646 0.1499 -1.3858
C -0.7902 -0.8201 -0.3378
H 2.0452 1.4378 1.0757
H 1.3843 0.7240 -1.0494
H 2.2566 -0.7742 -0.6509
H 0.7290 -1.2013 1.2390
H -2.3627 0.0939 1.0458
H -1.6854 1.1217 -0.3334
H -2.1799 -0.1593 -1.7133
H -1.1990 -1.8281 -0.3068
```


Which structure is the least stable? The one labeled R.


## P
Below is a single C5H8O2 molecule, with properties calculated with the ωB97M-V functional and the def2-TZVPD basis.

The geometry in XYZ format:
```
15
C5H8O2, DFT the ωB97M-V functional and the def2-TZVPD basis
C 1.5415 0.2288 -1.1998
C 0.5542 -0.7528 -0.6075
O 0.8979 -1.8590 -0.2465
C -0.0732 0.4543 1.5687
O -0.5811 -0.4701 2.3550
C -0.9088 -0.3152 -0.5266
C -1.1292 0.7879 0.5475
H 1.6864 -0.0271 -2.2569
H 1.1940 1.2645 -1.1352
H 2.5019 0.1278 -0.6888
H 0.1397 -0.8091 2.9076
H -1.4915 -1.2007 -0.2635
H -1.2294 0.0534 -1.5080
H -0.9442 1.7808 0.1267
H -2.1583 0.7365 0.9272
```


## Q
Below is C5H8O2 as an isolated structure, with properties calculated with the ωB97M-V functional and the def2-TZVPD basis.

The geometry in XYZ format:
```
15
C5H8O2, DFT the ωB97M-V functional and the def2-TZVPD basis
C 1.3531 0.3000 1.1394
C 0.2282 0.0969 0.1631
C -0.8719 -0.9657 0.3940
O -0.8696 -1.3345 -0.9981
C 0.2354 -0.5077 -1.1803
C -0.2240 1.2140 -0.7357
O -1.5502 1.5545 -0.8023
H 1.8273 -0.6512 1.4021
H 2.1075 0.9641 0.7081
H 0.9808 0.7717 2.0548
H -1.8658 -0.6596 0.7437
H -0.5146 -1.7929 1.0153
H 1.0778 -0.8562 -1.7922
H 0.1948 0.9574 -1.7662
H -2.1088 0.9091 -0.3458
```


## R
15
Properties=species:S:1:pos:R:3 method="wB97M-V/def2-TZVPD" smiles=C#C[C@](C)(O)CO
C -0.5700 -1.5276 0.6583
C -0.1681 -0.3226 -0.1811
O -0.6918 -0.5353 -1.4739
C -0.7458 0.9854 0.3977
O -0.7053 2.0114 -0.5761
C 1.3080 -0.1553 -0.2329
C 2.4913 0.0747 -0.2470
H -1.6580 -1.6351 0.6059
H -0.2639 -1.4096 1.7022
H -0.1126 -2.4331 0.2522
H -0.6586 0.3275 -1.9159
H -0.1925 1.2655 1.3051
H -1.7984 0.8410 0.6565
H 0.2207 2.2641 -0.6948
H 3.5451 0.2492 -0.2560


Which structure is the least stable? The one labeled Q.